# 1
# C35H32AsAuN3O

C35H32AsAuN3O as an isolated structure (wB97M-V/def2-TZVPD, OMol25).

charge: +3
relative energy (zero: lowest compared OMol25 entry of this formula, charge and spin): 17.7 kcal/mol
Kohn-Sham gap: 5.6621 eV
E_HOMO: -16.729 eV

Geometry as XYZ:
```
73
Properties=species:S:1:pos:R:3:forces:R:3
Au -0.64548 0.02581 0.57304 -0.01 -0.19 0.12
C -2.84527 -3.62799 0.27507 0.00 -0.05 0.00
C -2.43468 -2.31911 0.47941 0.06 0.19 0.06
N -1.15519 -1.96660 0.36533 0.07 0.17 -0.04
C -0.18274 -2.86243 0.02930 -0.07 0.14 0.06
C -0.54541 -4.20156 -0.18256 -0.15 -0.06 0.01
C -1.89827 -4.56654 -0.05414 0.03 -0.01 -0.01
C 0.45378 -5.16740 -0.52409 0.00 -0.12 -0.03
C 1.74524 -4.80860 -0.64377 0.07 -0.07 -0.02
C 2.14699 -3.45051 -0.43692 0.08 0.04 -0.01
C 3.49354 -3.04761 -0.55652 0.02 -0.04 -0.03
C 3.83082 -1.73635 -0.35553 0.04 -0.04 -0.02
C 2.81381 -0.82794 -0.03763 -0.11 0.06 -0.02
N 1.54793 -1.17481 0.08463 0.03 -0.06 0.03
C 1.20335 -2.46871 -0.10705 0.04 0.13 0.01
H -3.89149 -3.87751 0.38021 0.01 -0.01 -0.01
H -3.14353 -1.54257 0.74389 0.07 -0.06 -0.04
H -2.18386 -5.59904 -0.22019 0.02 0.03 0.01
H 0.14159 -6.19172 -0.68192 0.01 0.01 0.00
H 2.50222 -5.53959 -0.90057 -0.03 0.02 0.01
H 4.24798 -3.78431 -0.81021 -0.04 0.04 0.02
H 4.85485 -1.39653 -0.43767 -0.04 -0.01 0.00
H 3.05379 0.22204 0.11064 -0.02 -0.06 0.01
C -1.11684 -1.71524 5.54785 0.01 0.02 0.00
C -0.12244 -0.61871 5.11616 -0.01 -0.02 0.10
C -0.41724 0.71129 5.83574 0.01 -0.01 -0.02
C 1.33484 -1.06505 5.34369 0.00 0.00 0.00
C -0.30303 -0.39782 3.67669 0.04 -0.17 0.39
N -0.44464 -0.23307 2.55484 -0.06 0.20 -0.45
H -1.01062 -1.85667 6.62393 0.01 0.00 -0.04
H -0.90159 -2.66584 5.05768 -0.01 0.05 0.01
H -2.14943 -1.42660 5.34513 0.05 -0.01 0.01
H -0.28691 0.54835 6.90568 0.00 0.00 -0.03
H -1.44275 1.04230 5.66677 0.03 -0.02 0.00
H 0.27664 1.49700 5.53134 -0.01 -0.03 0.01
H 1.48278 -1.18796 6.41729 -0.02 0.00 -0.04
H 2.04747 -0.31850 4.98791 -0.04 -0.04 0.03
H 1.54041 -2.02136 4.86036 -0.01 0.05 0.01
O -0.97295 0.10099 -1.37511 0.02 0.04 0.04
As -0.49843 1.62316 -2.07315 -0.01 -0.04 -0.07
C 1.34124 1.57787 -2.50567 -0.03 0.05 -0.05
C 1.75358 0.58729 -3.39753 0.08 0.05 0.07
C 3.08797 0.53381 -3.76534 0.03 0.02 0.01
C 3.98786 1.46820 -3.25929 -0.03 0.02 0.02
C 3.56378 2.46318 -2.38419 0.03 -0.04 -0.04
C 2.23144 2.52492 -2.00148 -0.02 0.00 -0.03
C -1.69542 2.00210 -3.47628 0.08 -0.01 0.05
C -2.66714 1.06934 -3.82443 -0.11 0.05 0.02
C -3.50830 1.36456 -4.88664 -0.01 -0.04 0.01
C -3.37336 2.56620 -5.57013 -0.01 0.00 -0.01
C -2.39668 3.48786 -5.20936 0.00 0.01 -0.01
C -1.53894 3.20684 -4.15972 0.05 0.03 -0.05
C -0.79174 2.63566 -0.46662 -0.08 0.02 -0.11
C -1.87162 3.47270 -0.31963 0.10 -0.06 -0.09
C -2.16893 3.97413 0.95046 -0.01 0.06 0.08
C -1.41694 3.61386 2.06868 0.01 0.03 0.06
C -0.34322 2.76223 1.93239 0.02 -0.05 -0.05
C -0.01492 2.21432 0.65924 0.03 -0.28 0.05
H 1.04884 -0.12538 -3.80619 -0.03 -0.04 -0.02
H 3.42413 -0.22249 -4.46319 -0.01 0.03 0.02
H 5.02589 1.43254 -3.56627 -0.04 0.00 0.01
H 4.26548 3.20152 -2.01756 -0.02 -0.03 -0.01
H 1.89876 3.32279 -1.34738 -0.01 0.00 0.01
H -2.76890 0.14124 -3.28002 0.00 -0.04 0.01
H -4.26893 0.65421 -5.18268 0.02 0.02 0.00
H -4.03389 2.78611 -6.39819 0.00 0.00 0.00
H -2.29734 4.41761 -5.75286 0.00 -0.01 0.01
H -0.75929 3.91223 -3.89483 0.01 0.01 0.00
H -2.48102 3.74385 -1.17247 -0.02 0.02 0.00
H -2.99833 4.66173 1.06719 0.00 -0.01 0.00
H -1.65933 4.03386 3.03566 0.00 0.00 -0.01
H 0.28479 2.53324 2.78457 -0.03 -0.02 -0.02
H 1.01527 1.87515 0.49417 -0.12 0.15 0.02
```
Positions in Å, forces in eV/Å.

---

# 2
# C35H32Cl2N4O2S2Sn

C35H32Cl2N4O2S2Sn as an isolated structure at a distorted geometry (wB97M-V/def2-TZVPD, OMol25).

charge: -2
relative energy (zero: lowest compared OMol25 entry of this formula, charge and spin): 512.2 kcal/mol
Kohn-Sham gap (spin up / spin down): 5.6703 / 4.6982 eV
E_HOMO (spin up / spin down): -1.374 / -0.388 eV

Geometry as XYZ:
```
78
Properties=species:S:1:pos:R:3:forces:R:3
Sn 0.37715 -0.27989 -0.38458 -0.51 0.11 -0.50
C -1.74223 0.89635 2.27705 0.05 -0.01 -0.04
N -2.12550 0.39727 0.95982 -0.18 -0.01 0.15
C -2.77856 -0.90117 1.03725 0.09 -0.09 -0.12
C -1.80772 -2.01234 1.39742 -0.06 0.06 0.03
N -0.92961 -2.40344 0.28639 -0.10 0.07 0.02
C 0.06283 -3.36725 0.79088 0.15 -0.05 -0.03
C -1.61732 -2.98014 -0.85632 -0.03 -0.06 -0.07
C -2.78820 -3.71176 -0.70445 -0.04 0.06 0.04
C -3.42188 -4.29829 -1.79130 -0.01 -0.02 -0.02
C -2.86411 -4.16411 -3.05426 0.03 0.01 0.01
C -1.68192 -3.46227 -3.21255 -0.04 0.01 0.07
C -1.02798 -2.86461 -2.12813 0.17 -0.09 0.03
S 0.52094 -2.09597 -2.36567 0.03 -0.09 -0.14
C -2.90812 1.41576 0.25804 1.27 -0.05 -0.53
C -4.12222 1.69842 0.78743 -0.97 0.14 0.73
C -5.08379 2.84278 0.64857 3.98 -1.70 -0.82
C -4.54383 3.83493 -0.07179 -5.10 1.25 0.96
C -2.85276 2.94973 -1.58397 -0.29 -4.20 -3.18
C -2.11459 1.87346 -1.05964 -1.45 1.05 2.67
S -1.75636 0.42101 -1.98199 0.97 0.31 -0.07
H -2.59388 0.91967 2.97515 -0.01 0.02 -0.01
H -0.95852 0.27012 2.69024 -0.04 -0.03 0.02
H -1.35313 1.90917 2.17178 0.04 -0.02 0.01
H -3.58845 -0.89877 1.78564 0.00 -0.02 0.01
H -3.21578 -1.10377 0.05879 -0.06 0.02 0.02
H -1.14859 -1.69364 2.20657 0.02 -0.05 0.01
H -2.37340 -2.87699 1.76833 0.07 -0.03 0.06
H -0.44148 -4.24819 1.21223 -0.04 0.02 -0.02
H 0.70801 -3.67340 -0.02984 -0.02 0.01 -0.02
H 0.67428 -2.88720 1.55375 -0.04 0.00 0.03
H -3.23312 -3.82998 0.27483 0.00 0.04 0.01
H -4.34198 -4.85128 -1.64636 -0.01 0.02 0.00
H -3.35026 -4.60560 -3.91683 0.00 0.01 0.00
H -1.22807 -3.35325 -4.18919 -0.03 0.00 -0.01
H -4.39885 0.98751 1.57092 0.01 0.06 0.03
H -5.99806 2.86897 1.22071 -0.14 0.07 -0.17
H -3.63935 5.60476 -0.86871 -0.92 0.87 1.78
H -3.73156 4.72299 -2.16683 0.14 -1.01 -0.44
C 3.52701 -2.88682 -0.90778 -0.05 0.05 -0.04
N 2.85554 -2.03739 0.04477 0.00 -0.04 -0.02
C 3.28096 -2.04965 1.24674 -0.01 0.09 -0.04
C 2.71102 -1.30145 2.32659 -0.12 -0.09 0.09
C 3.30650 -1.15336 3.58679 0.06 0.01 -0.01
C 2.47382 -0.29464 4.30508 0.00 0.01 0.02
C 1.41667 0.01039 3.43786 0.04 -0.08 -0.01
N 1.53295 -0.60068 2.24324 0.17 -0.03 0.37
C 4.27276 -2.11250 -1.97267 -0.01 0.00 0.01
C 5.17864 -2.77272 -2.79890 -0.01 0.01 -0.04
C 5.85693 -2.09276 -3.79894 0.00 0.01 0.00
C 5.63889 -0.73330 -3.98455 -0.01 -0.01 -0.01
C 4.73020 -0.07091 -3.17199 0.01 0.01 -0.01
C 4.05042 -0.75497 -2.17318 -0.02 -0.04 0.00
H 2.76081 -3.47604 -1.42506 0.03 -0.06 0.03
H 4.22336 -3.58532 -0.41601 0.04 0.01 -0.01
H 4.15624 -2.66225 1.51941 0.01 0.00 -0.01
H 4.24589 -1.58855 3.90060 -0.01 -0.02 0.01
H 2.60560 0.06578 5.31512 0.00 0.02 -0.01
H 0.59049 0.66971 3.65602 0.01 0.02 0.02
H 5.34294 -3.83709 -2.66320 0.02 0.00 0.02
H 6.55172 -2.62295 -4.44036 0.02 -0.01 0.02
H 6.17043 -0.19676 -4.76139 -0.01 0.00 -0.01
H 4.54235 0.98557 -3.31836 -0.01 0.00 0.02
H 3.33351 -0.24518 -1.54241 0.05 0.05 0.02
Cl -0.76593 7.94104 2.12613 -0.07 -0.01 -0.02
C -0.80201 6.38363 1.29678 0.44 0.26 -0.10
C -1.87676 6.08005 0.50523 -1.75 -0.44 -0.60
C -2.05075 4.80944 -0.13142 6.36 -1.01 2.61
Cl -3.30831 4.22292 -0.88007 -1.28 5.08 -3.13
C -0.82166 3.89124 -0.01991 -0.90 -0.49 -0.64
O -0.71381 2.69957 -0.57888 -0.20 -0.44 0.52
C 0.29106 4.31160 0.71578 -0.04 0.25 0.38
C 1.48108 3.48209 0.91596 0.04 0.11 -0.07
O 1.77001 2.41053 0.43084 0.06 0.06 -0.02
C 0.27881 5.55182 1.42484 0.07 -0.21 -0.07
H -2.73507 6.73317 0.38818 0.15 0.22 0.25
H 2.20575 3.96426 1.61340 -0.04 -0.01 0.03
H 1.10986 5.81287 2.06633 0.02 0.00 -0.03
```
Positions in Å, forces in eV/Å.

---

> What is the formula in the second record?

C35H32Cl2N4O2S2Sn